{
  "formula": "C2H7N4P",
  "method": "the ωB97M-V functional and the def2-TZVPD basis",
  "relative_energy_kcal_mol": 23.99,
  "max_force_ev_per_a": 6.0,
  "smiles": "NP1NC=[NH+]C=[NH+]1",
  "e_lumo_ev": -9.760,
  "energy_ev": -17418.68722,
  "charge": 2,
  "orbital_gap_ev": 9.924,
  "elements": ["N", "P", "N", "C", "N", "C", "N", "H", "H", "H", "H", "H", "H", "H"],
  "positions_angstrom": [[-0.88946, -0.81295, 2.18803], [0.08196, -1.29874, 0.97467], [0.94681, 0.26962, 0.77308], [1.17671, 0.93436, -0.31595], [0.55061, 0.88579, -1.57511], [-0.39928, -0.04669, -1.74811], [-0.65255, -0.88811, -0.85681], [-1.38221, 0.15531, 2.37394], [-1.13771, -1.47702, 2.97008], [1.42902, 0.41613, 1.65916], [1.70698, 1.91375, -0.15661], [0.94942, 1.54282, -2.32646], [-0.78496, -0.09222, -2.83319], [-1.59535, -1.50207, -1.12671]]
}



{
  "formula": "C7H12NO",
  "method": "the ωB97M-V functional and the def2-TZVPD basis",
  "relative_energy_kcal_mol": 66.91,
  "max_force_ev_per_a": 7.0,
  "e_lumo_ev": [-3.428, -7.671],
  "multiplicity": 3,
  "energy_ev": -10976.75573,
  "charge": 1,
  "s2": 2.01,
  "orbital_gap_ev": [6.910, 6.402],
  "elements": ["C", "C", "C", "C", "C", "C", "C", "N", "O", "H", "H", "H", "H", "H", "H", "H", "H", "H", "H", "H", "H"],
  "positions_angstrom": [[-2.17282, 0.80506, 1.03193], [0.43623, -0.38182, 1.94713], [0.50553, 0.78054, 1.06246], [-0.85517, 0.66155, 0.25359], [0.07029, -0.52079, 0.48299], [1.93327, -0.97237, -1.28391], [0.52944, -1.34964, -0.77705], [-1.06204, 1.28539, -0.96674], [-3.06409, 1.41518, 0.44356], [-2.18663, 0.33544, 1.93263], [1.26818, -0.93559, 2.21464], [-0.36575, -0.32601, 2.64302], [1.37564, 1.33921, 0.91759], [1.97637, -1.54823, -2.14866], [2.80174, -1.29921, -0.71534], [1.84058, 0.07935, -1.52101], [0.51541, -2.42019, -0.36382], [-0.20363, -1.31546, -1.59173], [-0.29925, 1.95169, -1.14960], [-1.98160, 1.84318, -0.68437], [-1.06170, 0.57272, -1.72729]]
}



{
  "formula": "C5H15NOS",
  "method": "the ωB97M-V functional and the def2-TZVPD basis",
  "relative_energy_kcal_mol": 26.97,
  "max_force_ev_per_a": 2.4,
  "smiles": "CN(C)CCCS.O",
  "e_lumo_ev": 0.732,
  "energy_ev": -19800.16716,
  "orbital_gap_ev": 9.543,
  "elements": ["C", "N", "C", "C", "C", "C", "S", "H", "H", "H", "H", "H", "H", "H", "H", "H", "H", "H", "H", "H", "O", "H", "H"],
  "positions_angstrom": [[-1.14672, 1.63099, 1.49294], [-0.34104, 1.12542, 0.39454], [0.81546, 1.98485, 0.12440], [-1.15147, 0.95573, -0.84394], [-0.47946, -0.00685, -1.81220], [0.12894, -1.25738, -1.15447], [-1.07744, -2.17157, -0.08490], [-0.55036, 1.48682, 2.40589], [-2.02299, 0.97962, 1.57115], [-1.46775, 2.67156, 1.55876], [1.44455, 1.56771, -0.65843], [1.37762, 1.99138, 1.07174], [0.45578, 3.03389, 0.10416], [-1.41602, 1.94129, -1.27314], [-2.12958, 0.62306, -0.52403], [0.32634, 0.57765, -2.25301], [-1.25106, -0.36684, -2.50045], [1.02896, -0.99662, -0.59672], [0.35305, -1.91225, -1.99021], [-1.50010, -1.22625, 0.78144], [3.22896, -4.19695, 1.30163], [2.79441, -3.57339, 1.89813], [2.57993, -4.86186, 0.98672]]
}



{
  "formula": "C38H42BrClN2Ti",
  "method": "the ωB97M-V functional and the def2-TZVPD basis",
  "relative_energy_kcal_mol": 51.63,
  "max_force_ev_per_a": 1.0,
  "e_lumo_ev": [2.490, 2.440],
  "multiplicity": 2,
  "energy_ev": -148747.41028,
  "charge": -1,
  "s2": 0.77,
  "orbital_gap_ev": [5.405, 5.496],
  "elements": ["Ti", "C", "C", "C", "C", "C", "C", "C", "H", "H", "H", "H", "H", "H", "H", "H", "C", "C", "C", "C", "C", "C", "C", "C", "C", "C", "C", "C", "N", "H", "H", "H", "H", "H", "H", "H", "H", "H", "H", "H", "H", "H", "H", "H", "H", "H", "C", "C", "C", "C", "C", "C", "C", "H", "H", "H", "H", "H", "H", "H", "Br", "C", "C", "C", "C", "C", "N", "H", "H", "H", "H", "Cl", "C", "C", "C", "C", "C", "C", "C", "H", "H", "H", "H", "H", "H"],
  "positions_angstrom": [[0.66342, -0.89546, 0.09711], [0.15980, -3.90045, 1.16051], [1.34140, -2.94177, 1.08784], [1.64755, -2.09255, 2.18659], [2.96236, -1.70767, 2.47667], [4.01009, -2.12555, 1.68985], [3.74256, -2.94470, 0.57764], [2.46531, -3.35232, 0.30300], [0.03229, -4.24453, 2.18931], [0.36157, -4.77495, 0.53907], [-0.78590, -3.47564, 0.84432], [0.87751, -1.86762, 2.91533], [3.14430, -1.06905, 3.33162], [5.01778, -1.80245, 1.90664], [4.55491, -3.27772, -0.05859], [2.29038, -4.03643, -0.52383], [-1.90043, -1.78547, 3.11997], [-3.03588, -1.39389, 2.18761], [-3.29181, -2.41631, 1.08403], [-2.89708, -0.00326, 1.61766], [-3.67717, 0.98956, 2.19400], [-3.82743, 2.23397, 1.60492], [-3.30675, 2.39551, 0.33085], [-2.51919, 1.42714, -0.28307], [-2.42320, 1.52710, -1.80574], [-1.10633, 1.25586, -2.52763], [-3.49982, 0.58053, -2.35830], [-2.11480, 0.29164, 0.47330], [-1.03121, -0.45457, 0.09837], [-2.04911, -2.78715, 3.52867], [-1.81683, -1.07996, 3.94612], [-0.96254, -1.76589, 2.57341], [-3.95132, -1.36090, 2.79164], [-2.48525, -2.41469, 0.34730], [-4.21055, -2.17380, 0.55084], [-3.39684, -3.41740, 1.50569], [-4.21388, 0.75537, 3.10683], [-4.40647, 3.01527, 2.07769], [-3.54313, 3.28967, -0.23600], [-2.72667, 2.55232, -2.04790], [-0.59843, 0.38414, -2.11444], [-0.43340, 2.10982, -2.47501], [-1.30185, 1.06531, -3.58421], [-3.24893, -0.45023, -2.10353], [-3.56090, 0.65501, -3.44450], [-4.47716, 0.80661, -1.93245], [1.15017, 1.97971, -0.31355], [1.58433, 3.36878, 0.04843], [0.86282, 4.10129, 0.98408], [1.26329, 5.37903, 1.33802], [2.38509, 5.94367, 0.75015], [3.10066, 5.22704, -0.19826], [2.70023, 3.94770, -0.54553], [1.42141, 1.74609, -1.34649], [0.06391, 1.90050, -0.19802], [-0.01495, 3.65957, 1.43723], [0.69876, 5.93320, 2.07409], [2.69918, 6.94214, 1.02709], [3.97601, 5.66221, -0.66068], [3.26606, 3.37729, -1.27118], [0.29800, 1.07863, 2.92142], [1.89989, 1.20949, 1.90740], [3.03835, 1.72001, 2.43228], [4.24636, 1.71646, 1.71120], [4.22021, 1.00739, 0.50873], [3.08126, 0.46592, -0.00902], [1.75797, 0.86919, 0.50362], [3.00809, 2.07285, 3.45594], [5.14920, 2.14376, 2.11485], [5.14815, 0.79056, -0.01173], [3.06431, -0.12564, -0.91706], [0.47872, -0.15578, -4.80204], [-0.45676, -1.42892, -4.04265], [-1.57226, -1.87659, -4.73400], [-2.33621, -2.90794, -4.21829], [-1.96050, -3.48178, -3.00903], [-0.86161, -3.00060, -2.32773], [-0.07052, -1.94418, -2.80269], [1.05445, -1.42438, -1.99697], [-1.82822, -1.41164, -5.67674], [-3.21107, -3.25303, -4.74914], [-2.54178, -4.29004, -2.58395], [-0.59958, -3.43396, -1.37227], [1.56536, -0.61157, -2.52786], [1.80022, -2.21888, -1.84890]]
}



{
  "formula": "C15H12MoN4O4S2",
  "method": "the ωB97M-V functional and the def2-TZVPD basis",
  "relative_energy_kcal_mol": 22.12,
  "max_force_ev_per_a": 0.8,
  "e_lumo_ev": -9.727,
  "energy_ev": -53406.04239,
  "charge": 2,
  "orbital_gap_ev": 5.651,
  "elements": ["Mo", "C", "S", "C", "S", "N", "N", "C", "C", "C", "C", "C", "C", "N", "H", "H", "H", "H", "H", "H", "H", "H", "O", "C", "O", "C", "C", "C", "C", "C", "C", "N", "O", "O", "H", "H", "H", "H"],
  "positions_angstrom": [[-0.14640, 1.18898, 0.78936], [-4.19255, 5.01347, -0.69826], [-4.07081, 3.84446, 0.66322], [-2.50330, 3.22816, 0.48938], [-2.00875, 2.03399, 1.73445], [-1.68612, 3.59480, -0.45270], [-0.48220, 2.95625, -0.34808], [0.54167, 3.54157, -0.87843], [1.83897, 2.93136, -0.64651], [3.00908, 3.38853, -1.21107], [4.19226, 2.69591, -0.95166], [4.15530, 1.58061, -0.13523], [2.94421, 1.18781, 0.42345], [1.80966, 1.84896, 0.18007], [-5.16197, 5.49294, -0.58066], [-4.14876, 4.48330, -1.64653], [-3.39457, 5.74759, -0.62348], [0.42337, 4.47265, -1.42166], [2.99763, 4.26142, -1.85016], [5.12545, 3.02832, -1.38675], [5.04996, 1.01634, 0.08801], [2.88426, 0.33287, 1.08521], [-0.04290, -1.15764, -1.53360], [-0.18277, -1.59294, -0.44920], [-0.21382, -0.58013, 0.63244], [-0.32299, -2.95094, 0.05014], [-0.28632, -3.97069, -0.90526], [-0.41480, -5.28534, -0.50188], [-0.57613, -5.54208, 0.84719], [-0.61830, -4.55159, 1.81074], [-0.49091, -3.23690, 1.40674], [-0.71343, -6.95665, 1.28717], [-0.65185, -7.80177, 0.42834], [-0.83036, -7.14854, 2.47365], [-0.16011, -3.72441, -1.95071], [-0.39337, -6.10409, -1.20620], [-0.75079, -4.82146, 2.84830], [-0.52755, -2.44512, 2.14018]]
}



{
  "formula": "C16H21Cl4F9IN2OS",
  "method": "the ωB97M-V functional and the def2-TZVPD basis",
  "max_force_ev_per_a": 1.7,
  "e_lumo_ev": -3.096,
  "energy_ev": -115437.02078,
  "charge": 1,
  "orbital_gap_ev": 9.751,
  "elements": ["C", "C", "Cl", "C", "Cl", "C", "N", "C", "C", "C", "C", "C", "C", "F", "F", "C", "F", "F", "S", "F", "F", "F", "F", "F", "C", "N", "C", "C", "O", "I", "H", "H", "H", "H", "H", "H", "H", "H", "H", "H", "H", "H", "H", "H", "H", "H", "H", "Cl", "C", "C", "Cl", "H", "H", "H", "H"],
  "positions_angstrom": [[-2.22134, 2.88569, 0.98770], [-1.81083, 1.47000, 0.61559], [-0.11442, 1.15975, 1.09521], [-1.88027, 1.23168, -0.89799], [-3.53902, 1.30559, -1.50862], [-1.20277, -0.02496, -1.33262], [-0.29170, -0.05050, -2.31341], [0.24565, -1.30940, -2.45619], [1.34004, -1.66905, -3.39571], [2.72094, -1.19820, -2.89506], [3.30990, -2.10242, -1.79826], [2.89566, -1.61091, -0.41151], [3.61210, -2.23058, 0.77052], [4.93876, -2.33866, 0.48569], [3.50701, -1.43840, 1.85599], [3.15033, -3.67537, 1.13215], [4.09476, -4.26327, 1.87064], [2.99287, -4.37763, 0.00158], [1.53528, -3.78985, 2.14798], [1.90863, -5.24987, 2.60399], [2.27864, -3.17012, 3.38191], [1.08901, -2.33059, 1.66899], [0.73028, -4.38631, 0.90287], [0.21342, -3.86315, 2.99501], [-0.41084, -2.07453, -1.52029], [-1.29086, -1.26381, -0.83727], [-2.08774, -1.77044, 0.27593], [-3.57965, -1.69157, 0.02481], [-4.08223, -1.86447, -1.00918], [-4.73388, -1.29249, 1.79083], [-3.00895, 3.24247, 0.33067], [-2.61199, 2.89004, 1.99770], [-1.37915, 3.56142, 0.89736], [-2.43412, 0.75007, 1.13620], [-1.33194, 2.04206, -1.37355], [-0.01367, 0.74898, -2.86197], [1.32712, -2.73981, -3.56245], [1.14522, -1.18433, -4.35267], [2.66980, -0.16519, -2.55485], [3.39079, -1.22723, -3.75039], [2.91606, -3.09997, -1.97390], [4.38608, -2.14350, -1.91277], [1.82442, -1.71831, -0.29743], [3.10818, -0.54418, -0.34244], [-0.23676, -3.11982, -1.34342], [-1.82487, -2.81551, 0.40656], [-1.81866, -1.24833, 1.18841], [-2.10529, 6.48801, -0.17741], [-2.87332, 7.37852, 1.16788], [-2.05864, 7.30311, 2.43213], [-2.02649, 5.64843, 3.09827], [-3.86737, 6.96419, 1.31117], [-2.96638, 8.41539, 0.85150], [-2.49748, 7.94739, 3.19125], [-1.03031, 7.60995, 2.26289]]
}



no.,M (g mol⁻¹)
1,118.08
2,126.18
3,137.25
4,689.99
5,472.36
6,729.12